#one
A cluster of 3 separate species, C4H13NO2 in total, computed with ωB97M-V/def2-TZVPD.

Element x y z (Å)
C  2.499  0.351  0.644
C  1.253  0.032  1.089
N  0.325  -0.623  0.165
C  -0.840  -1.288  0.906
C  -2.001  -0.341  1.164
H  3.341  0.701  1.403
H  2.732  0.354  -0.461
H  0.815  -0.080  2.071
H  0.046  -0.630  -0.874
H  -0.314  -1.800  1.911
H  -1.161  -2.157  0.389
H  -2.832  -0.901  1.496
H  -2.374  0.100  0.235
H  -1.889  0.382  1.942
H  -0.628  2.956  -0.758
H  -1.227  2.028  0.149
O  -1.293  2.214  -0.813
H  1.665  -1.041  -3.750
H  1.030  0.219  -3.130
O  0.852  -0.475  -3.779

- LUMO energy (spin up / spin down) (eV) = -3.884 / -7.403
- net charge = +1
- gap between HOMO and LUMO (spin up / spin down) (eV) = 11.0 / 7.4
- HOMO (spin up / spin down) (Ha) = -0.5458 / -0.5458
- spin multiplicity = 2

***

#two
A cluster of 3 separate species, C4H13NO2 in total, computed with ωB97M-V/def2-TZVPD.

Element x y z (Å)
C  0.225  -2.210  1.413
C  -0.252  -0.914  0.734
C  0.959  -0.128  0.074
C  -0.421  0.899  -1.781
N  0.314  1.065  -0.721
H  -0.749  -2.822  1.707
H  0.649  -2.940  0.740
H  0.901  -2.045  2.317
H  -0.671  -0.185  1.427
H  -0.982  -1.288  0.031
H  1.418  -0.983  -0.519
H  1.491  0.172  0.936
H  -0.432  0.117  -2.427
H  -0.659  1.857  -2.423
H  3.043  1.909  -0.578
H  2.781  3.491  -0.318
O  3.179  2.805  -0.800
H  -3.689  0.057  -0.652
H  -3.793  0.441  0.842
O  -3.311  0.701  -0.004

- LUMO energy (spin up / spin down) (eV) = -5.427 / -8.822
- net charge = +1
- gap between HOMO and LUMO (spin up / spin down) (eV) = 9.4 / 6.0
- HOMO (spin up / spin down) (Ha) = -0.5450 / -0.5431
- spin multiplicity = 2

***

#three
A cluster of 2 separate species, C4H13NO2 in total, computed with ωB97M-V/def2-TZVPD.

Element x y z (Å)
C  1.713  -0.688  0.341
C  0.251  -0.311  0.286
C  -0.074  0.812  1.419
C  -1.543  1.043  1.740
O  -2.350  -0.156  1.658
N  -0.174  0.091  -0.967
H  1.964  -1.273  1.222
H  2.297  0.237  0.401
H  2.056  -1.183  -0.556
H  -0.432  -1.085  0.676
H  0.508  0.417  2.249
H  0.390  1.695  1.053
H  -1.652  1.305  2.775
H  -2.007  1.788  1.090
H  -2.370  -0.474  0.746
H  0.518  0.408  -1.654
H  -1.031  0.633  -1.066
H  1.590  -0.036  -4.207
H  1.255  -1.394  -3.610
O  1.837  -0.630  -3.484

- LUMO energy (spin up / spin down) (eV) = -3.348 / -8.138
- net charge = +1
- gap between HOMO and LUMO (spin up / spin down) (eV) = 11.6 / 6.7
- HOMO (spin up / spin down) (Ha) = -0.5477 / -0.5468
- spin multiplicity = 2

***

#three is favored, and the nearest alternative lies 1.189 eV above it.

***

#one
A cluster of 2 separate species, C4H13NO2 in total, computed with ωB97M-V/def2-TZVPD.

Element x y z (Å)
C  1.205  -0.167  -2.752
C  0.540  -0.318  -1.414
C  1.110  0.858  -0.336
C  1.231  0.132  0.996
O  2.327  -0.703  0.938
N  -0.819  -0.085  -1.433
H  2.212  -0.553  -2.749
H  1.200  0.893  -3.050
H  0.596  -0.646  -3.531
H  0.758  -1.272  -0.950
H  2.101  1.184  -0.643
H  0.390  1.658  -0.442
H  1.168  0.825  1.848
H  0.259  -0.384  1.086
H  2.256  -1.433  1.566
H  -1.327  -0.820  -0.989
H  -1.181  0.193  -2.344
H  -4.678  -0.541  4.864
H  -4.304  0.880  4.783
O  -5.042  0.299  4.551

- LUMO energy (spin up / spin down) (eV) = -3.206 / -8.300
- net charge = +1
- gap between HOMO and LUMO (spin up / spin down) (eV) = 10.3 / 5.2
- HOMO (spin up / spin down) (Ha) = -0.4978 / -0.4978
- spin multiplicity = 2

***

#two
A cluster of 3 separate species, C4H13NO2 in total, computed with ωB97M-V/def2-TZVPD.

Element x y z (Å)
C  1.415  1.987  0.545
C  0.330  1.247  0.272
N  0.283  0.108  -0.502
C  -0.353  0.086  -1.786
C  -1.417  -1.071  -1.903
H  1.309  2.892  1.126
H  2.460  1.728  0.410
H  -0.650  1.620  0.566
H  1.060  -0.535  -0.371
H  -0.741  1.039  -2.125
H  0.339  -0.283  -2.552
H  -2.259  -0.689  -2.471
H  -1.026  -2.006  -2.298
H  -1.718  -1.431  -0.918
H  -0.308  -1.181  2.155
H  -1.577  -1.359  1.253
O  -0.906  -1.833  1.749
H  1.410  -0.710  1.731
H  1.124  0.669  2.558
O  1.223  -0.280  2.561

- LUMO energy (spin up / spin down) (eV) = -4.047 / -8.167
- net charge = +1
- gap between HOMO and LUMO (spin up / spin down) (eV) = 10.8 / 6.6
- HOMO (spin up / spin down) (Ha) = -0.5452 / -0.5435
- spin multiplicity = 2

***

#three
A cluster of 3 separate species, C4H13NO2 in total, computed with ωB97M-V/def2-TZVPD.

Element x y z (Å)
C  0.970  2.039  1.160
C  0.242  1.282  0.035
C  0.177  -0.189  0.148
C  0.354  -0.862  1.358
N  0.090  -2.165  1.487
H  1.989  1.666  1.258
H  1.034  3.080  0.885
H  0.466  1.943  2.124
H  0.778  1.486  -0.889
H  -0.742  1.739  -0.132
H  0.111  -0.749  -0.777
H  0.756  -0.300  2.201
H  0.153  -2.477  2.458
H  -0.773  -2.418  1.022
H  2.337  -2.830  -0.156
H  1.569  -2.655  -1.429
O  1.796  -3.340  -0.781
H  -4.123  2.596  -2.787
H  -2.577  2.591  -2.858
O  -3.340  3.143  -2.668

- LUMO energy (spin up / spin down) (eV) = -4.203 / -7.467
- net charge = +1
- gap between HOMO and LUMO (spin up / spin down) (eV) = 9.8 / 6.5
- HOMO (spin up / spin down) (Ha) = -0.5141 / -0.5141
- spin multiplicity = 2

***

#three is favored, and the nearest alternative lies 0.841 eV above it.

***

#one
The molecule C18H23N5O3, computed with ωB97M-V/def2-TZVPD.

Element x y z (Å)
C  2.676  2.199  -1.021
C  1.896  2.619  -2.263
C  0.748  1.679  -2.633
C  -0.370  1.598  -1.585
N  -0.100  0.651  -0.532
C  -0.566  -0.608  -0.574
N  -1.466  -1.036  -1.455
C  -1.696  -2.322  -1.120
C  -0.929  -2.702  -0.030
C  -0.971  -4.010  0.519
O  -0.346  -4.468  1.460
N  -1.886  -4.794  -0.193
C  -2.673  -4.471  -1.280
O  -3.416  -5.282  -1.787
N  -2.554  -3.177  -1.742
C  -3.334  -2.731  -2.874
N  -0.183  -1.576  0.303
C  0.693  -1.495  1.440
C  -0.051  -0.990  2.688
O  -0.578  0.306  2.527
C  0.256  1.386  2.514
C  1.609  1.369  2.839
C  2.344  2.544  2.788
C  1.752  3.735  2.411
C  0.403  3.753  2.090
C  -0.340  2.593  2.140
H  2.962  1.150  -1.085
H  2.094  2.359  -0.116
H  3.584  2.791  -0.933
H  1.500  3.626  -2.112
H  2.584  2.661  -3.111
H  0.311  2.031  -3.569
H  1.133  0.673  -2.809
H  -0.529  2.580  -1.131
H  -1.294  1.265  -2.059
H  0.654  0.859  0.101
H  -1.988  -5.751  0.127
H  -2.668  -2.392  -3.668
H  -3.935  -3.571  -3.214
H  -3.975  -1.902  -2.574
H  1.540  -0.845  1.201
H  1.054  -2.505  1.647
H  -0.921  -1.627  2.862
H  0.607  -1.053  3.563
H  2.101  0.459  3.144
H  3.392  2.518  3.045
H  2.335  4.642  2.369
H  -0.071  4.679  1.798
H  -1.390  2.584  1.894

- LUMO energy (eV) = 0.664
- net charge = 0
- gap between HOMO and LUMO (eV) = 8.3
- HOMO (Ha) = -0.2805
- SMILES = CCCCNc1nc2c(c(=O)[nH]c(=O)n2C)n1CCOc1ccccc1

***

#two
The molecule C18H23N5O3, computed with ωB97M-V/def2-TZVPD.

Element x y z (Å)
C  -0.523  -0.851  -3.530
C  -1.079  0.456  -2.986
O  -1.122  0.351  -1.577
C  -1.487  1.432  -0.840
C  -1.910  2.643  -1.379
C  -2.237  3.703  -0.551
C  -2.138  3.578  0.821
C  -1.723  2.373  1.363
C  -1.415  1.290  0.555
C  -0.942  -0.019  1.165
C  -1.778  -1.221  0.742
C  -3.163  -1.303  1.235
N  -3.611  -0.238  1.963
O  -3.886  -2.274  1.078
C  -1.276  -2.204  -0.049
C  -2.051  -3.387  -0.522
N  0.031  -2.183  -0.468
C  0.870  -1.197  -0.056
N  2.150  -1.037  -0.316
C  2.460  0.089  0.384
C  3.828  0.662  0.409
C  4.821  -0.323  1.033
C  6.264  0.140  0.839
O  6.626  0.246  -0.517
N  1.446  0.599  1.043
N  0.425  -0.235  0.764
H  -1.170  -1.675  -3.242
H  -0.467  -0.803  -4.613
H  0.472  -1.023  -3.128
H  -0.429  1.292  -3.280
H  -2.088  0.635  -3.382
H  -1.983  2.770  -2.447
H  -2.562  4.634  -0.990
H  -2.374  4.410  1.466
H  -1.620  2.276  2.435
H  -0.960  0.084  2.262
H  -3.194  0.673  1.885
H  -4.581  -0.281  2.231
H  -2.315  -4.023  0.321
H  -1.473  -3.964  -1.242
H  -2.991  -3.073  -0.970
H  0.393  -2.899  -1.075
H  4.146  0.875  -0.615
H  3.805  1.594  0.973
H  4.685  -1.300  0.560
H  4.618  -0.431  2.099
H  6.403  1.139  1.258
H  6.943  -0.553  1.361
H  6.406  -0.584  -0.955

- LUMO energy (eV) = 0.674
- net charge = 0
- gap between HOMO and LUMO (eV) = 8.8
- HOMO (Ha) = -0.2999
- SMILES = CCOc1ccccc1[C@H]1C(C(N)=O)=C(C)Nc2nc(CCCO)nn21

***

#one is favored, and the nearest alternative lies 1.227 eV above it.